<1>
{"formula": "C2H7S2", "method": "the ωB97M-V functional and the def2-TZVPD basis", "species": ["S", "S", "C", "C", "H", "H", "H", "H", "H", "H", "H"], "positions_angstrom": [[0.721, 1.121, 1.807], [0.636, -1.099, -0.702], [-0.593, 0.013, -1.428], [-1.954, -0.113, -0.745], [0.791, 0.123, 0.646], [-2.758, 0.481, -1.202], [-1.904, 0.195, 0.300], [-0.681, -0.204, -2.495], [-0.262, 1.055, -1.364], [-2.274, -1.157, -0.740], [1.923, 0.829, 2.284]], "nbo_charge": [-0.59, -0.50, -0.53, -0.62, 0.18, 0.17, 0.21, 0.18, 0.18, 0.20, 0.11], "e_homo_ev": -3.02, "multiplicity": 1, "total_charge": -1}


<2>
{"formula": "C2H7S2", "method": "the ωB97M-V functional and the def2-TZVPD basis", "species": ["S", "S", "C", "C", "H", "H", "H", "H", "H", "H", "H"], "positions_angstrom": [[1.516, 0.173, 1.710], [-1.064, 0.215, -1.464], [-1.497, 0.388, 0.280], [0.595, -0.506, -1.336], [-0.936, 1.174, 0.783], [2.375, 0.301, 2.734], [-2.564, 0.604, 0.296], [0.711, -1.189, -0.498], [0.858, -0.959, -2.289], [-1.266, -0.507, 0.854], [1.272, 0.305, -1.070]], "nbo_charge": [-1.08, 0.11, -0.75, -0.75, 0.25, 0.09, 0.20, 0.25, 0.20, 0.23, 0.24], "e_homo_ev": -2.77, "multiplicity": 1, "total_charge": -1}


<3>
{"formula": "C2H7S2", "method": "the ωB97M-V functional and the def2-TZVPD basis", "species": ["S", "S", "C", "C", "H", "H", "H", "H", "H", "H", "H"], "positions_angstrom": [[-0.409, 0.731, -1.705], [2.305, -1.455, -0.588], [-0.708, -0.282, 0.891], [-0.932, 0.843, 0.027], [-1.993, 1.153, 0.168], [0.394, -0.799, 0.960], [-1.425, -1.119, 0.954], [0.833, 0.167, -1.442], [-0.789, -0.014, 2.039], [2.951, -0.811, -1.557], [-0.229, 1.585, 0.252]], "nbo_charge": [-0.18, -0.99, -0.65, -0.54, 0.20, 0.28, 0.20, 0.20, 0.18, 0.09, 0.21], "e_homo_ev": -2.89, "multiplicity": 1, "total_charge": -1}


Name the most stable of them. <1>.